{
  "formula": "C21H45BNO21",
  "method": "the ωB97M-V functional and the def2-TZVPD basis",
  "homo_energy_ev": -12.381,
  "charge": 1,
  "mol_weight_g_mol": 658.39,
  "gap_ev": 8.1,
  "species": ["O", "C", "C", "N", "C", "B", "O", "O", "H", "H", "H", "H", "H", "H", "H", "H", "H", "C", "O", "C", "O", "O", "C", "H", "H", "H", "H", "H", "H", "C", "O", "C", "O", "O", "C", "H", "H", "H", "H", "H", "H", "C", "O", "C", "O", "O", "C", "H", "H", "H", "H", "H", "H", "C", "O", "C", "O", "O", "C", "H", "H", "H", "H", "H", "H", "C", "O", "C", "O", "O", "C", "H", "H", "H", "H", "H", "H", "C", "O", "C", "O", "O", "C", "H", "H", "H", "H", "H", "H"],
  "xyz": [[-5.1185, -3.2400, 3.7116], [-4.5819, -2.0183, 3.7647], [-3.6509, -1.3779, 2.5325], [-2.8083, -0.2982, 3.1748], [-2.5047, 0.8919, 2.2921], [-3.8003, 1.9201, 2.0784], [-4.5154, 2.5867, 3.1896], [-4.2561, 2.1108, 0.6563], [-4.7311, -1.3724, 4.7576], [-2.9601, -2.2354, 2.1025], [-4.4027, -1.0058, 1.7170], [-3.1930, 0.0268, 4.1018], [-1.8747, -0.7512, 3.4078], [-1.9803, 0.6087, 1.2638], [-1.6934, 1.5404, 2.8806], [-4.3801, 2.0807, 4.0460], [-3.4593, 2.3409, 0.0744], [2.0090, -1.5416, 6.2900], [2.8045, -1.0927, 5.1947], [2.0901, -0.6912, 4.1133], [0.8726, -0.6882, 4.0189], [2.9646, -0.2933, 3.1551], [2.3496, 0.1589, 1.9504], [2.6832, -1.8379, 7.0983], [1.3659, -0.7349, 6.6562], [1.4127, -2.4135, 6.0021], [1.7201, 1.0337, 2.1432], [1.7669, -0.6449, 1.4890], [3.1417, 0.4517, 1.2558], [-5.4745, -5.6041, 2.5387], [-5.2913, -6.9331, 2.0545], [-4.4455, -7.0309, 0.9980], [-3.8595, -6.1042, 0.4603], [-4.3643, -8.3381, 0.6434], [-3.5023, -8.5934, -0.4639], [-6.1689, -5.6445, 3.3824], [-4.5259, -5.1882, 2.8930], [-5.9121, -4.9676, 1.7629], [-2.4748, -8.2969, -0.2294], [-3.8611, -8.0764, -1.3597], [-3.5136, -9.6691, -0.6599], [1.2906, 5.1437, -2.8411], [0.3582, 4.2802, -2.1937], [-0.4130, 3.5546, -3.0423], [-0.3652, 3.5890, -4.2620], [-1.2464, 2.7839, -2.2988], [-2.1236, 1.9604, -3.0647], [1.8530, 5.6743, -2.0678], [1.9971, 4.5656, -3.4452], [0.7685, 5.8840, -3.4560], [-1.5534, 1.2549, -3.6778], [-2.7821, 2.5733, -3.6886], [-2.7435, 1.3883, -2.3690], [-0.5477, 10.2026, -6.1317], [-0.9024, 10.5647, -4.7986], [-0.5288, 9.6623, -3.8567], [0.0613, 8.6132, -4.0627], [-0.9252, 10.1292, -2.6458], [-0.5964, 9.2757, -1.5514], [-0.8946, 10.9948, -6.8008], [0.5391, 10.1181, -6.2325], [-1.0386, 9.2679, -6.4214], [0.4886, 9.1543, -1.4692], [-1.0892, 8.3040, -1.6580], [-0.9600, 9.7471, -0.6342], [3.1397, -7.7915, -1.6874], [1.7655, -7.8079, -1.3061], [1.2253, -6.5784, -1.1119], [1.8069, -5.5118, -1.2355], [-0.0742, -6.7410, -0.7567], [-0.7745, -5.5216, -0.5183], [3.4673, -8.8269, -1.8155], [3.2696, -7.2689, -2.6406], [3.7519, -7.3311, -0.9053], [-0.8010, -4.9082, -1.4249], [-0.3188, -4.9703, 0.3105], [-1.8025, -5.7708, -0.2416], [6.8382, -0.3569, 1.0040], [6.2178, 0.4382, -0.0045], [7.0768, 0.9384, -0.9282], [8.2849, 0.7626, -0.9534], [6.3588, 1.6679, -1.8190], [7.1383, 2.2595, -2.8567], [6.0587, -0.7041, 1.6877], [7.3229, -1.2329, 0.5610], [7.5579, 0.2376, 1.5759], [7.6350, 1.4880, -3.4540], [7.8700, 2.9586, -2.4391], [6.4627, 2.8183, -3.5101]],
  "atomic_forces_ev_per_a": [[3.6, 8.6, 0.3], [-2.2, -6.0, -0.3], [-1.8, -2.3, 0.6], [1.5, -0.6, -0.1], [1.7, 2.4, -0.3], [-2.1, 1.2, -1.4], [2.0, -3.3, -1.8], [2.8, 0.5, 3.2], [0.3, -1.1, -2.0], [-1.5, 1.9, 0.9], [1.7, -0.3, 1.5], [0.3, -0.4, -1.2], [-1.1, 0.6, -0.1], [-1.3, 0.1, 2.4], [-1.6, -1.5, -1.2], [-0.2, 1.3, -1.4], [-1.6, -0.7, 1.0], [-0.3, -0.2, 0.5], [-0.7, 0.5, -1.3], [0.8, 0.0, 0.1], [0.8, 0.0, 0.0], [-0.9, -0.5, 1.1], [-0.1, 0.2, -0.6], [0.1, 0.1, -0.4], [0.0, -0.2, -0.2], [0.0, 0.2, 0.0], [0.0, -0.2, 0.0], [0.0, 0.1, 0.1], [0.0, -0.1, 0.3], [0.0, 0.2, 0.1], [0.7, -0.2, -1.0], [-0.1, -0.3, 0.0], [-0.7, -1.0, 0.7], [-0.2, 1.3, 0.5], [0.4, -0.2, -0.5], [0.2, -0.3, -0.2], [-0.2, -0.2, -0.3], [0.2, -0.1, 0.1], [-0.2, 0.1, -0.1], [0.1, 0.0, 0.2], [-0.2, 0.2, 0.3], [0.5, 0.5, -0.4], [-0.9, -0.9, -0.4], [0.5, 0.5, -0.9], [-0.2, -0.2, 2.1], [0.4, 0.4, -0.1], [-0.3, -0.2, -0.4], [-0.3, -0.3, 0.0], [-0.2, 0.1, 0.0], [0.1, -0.2, 0.0], [-0.1, 0.2, 0.0], [0.2, -0.1, 0.0], [0.2, 0.2, 0.1], [0.1, -0.1, -0.6], [0.2, -0.7, 1.0], [0.1, -0.2, -0.2], [-0.8, 1.4, 0.3], [0.2, -0.3, -1.0], [0.1, -0.2, 0.4], [0.0, 0.0, 0.4], [-0.2, -0.1, 0.1], [0.2, 0.1, 0.1], [-0.2, -0.1, -0.1], [0.2, 0.1, -0.1], [0.0, 0.1, -0.4], [0.6, 0.0, -0.2], [-0.7, 1.0, 0.2], [0.4, 0.2, -0.1], [-0.9, -1.5, 0.2], [1.0, 0.0, -0.2], [-0.4, 0.4, 0.1], [-0.4, 0.1, 0.1], [0.0, 0.0, 0.3], [-0.1, 0.1, -0.2], [0.2, 0.0, 0.2], [0.1, 0.0, -0.2], [0.3, -0.2, -0.1], [0.3, -0.3, 0.4], [0.4, 0.5, -0.7], [0.7, 0.0, -0.1], [-1.9, 0.3, 0.1], [0.3, -0.6, 0.9], [0.3, 0.3, -0.5], [0.0, 0.2, -0.3], [0.1, 0.3, 0.1], [0.0, -0.2, -0.2], [0.0, 0.2, 0.2], [0.0, -0.3, -0.1], [-0.1, -0.2, 0.3]]
}